The following is a DFT calculation (ωB97M-V/def2-TZVPD) of an isolated ion of composition C14H19N3O and charge +2.

Positions of all 37 atoms, in Å:
C (6.39106, -0.31545, -0.27626)
C (5.49412, -0.20852, 0.94767)
O (4.74614, 1.06371, 0.95482)
N (3.41160, 0.88280, 0.73270)
C (2.59322, 0.86519, 1.78520)
C (1.22709, 0.74915, 1.60744)
C (0.70199, 0.65777, 0.32349)
C (-0.76902, 0.53202, 0.07740)
C (-1.63994, 0.23009, 1.11998)
C (-2.99632, 0.10940, 0.87711)
N (-3.50348, 0.27571, -0.35035)
C (-4.95244, 0.08877, -0.58712)
C (-5.22354, -1.25316, -1.27845)
N (-5.00971, -2.43148, -0.46176)
C (-2.68671, 0.57462, -1.37241)
C (-1.32880, 0.70626, -1.18410)
C (1.59414, 0.69779, -0.75087)
C (2.94990, 0.81297, -0.51880)
H (6.06014, 0.36413, -1.05322)
H (6.40676, -1.33007, -0.65404)
H (7.41059, -0.05279, -0.02313)
H (4.78289, -1.02840, 0.98153)
H (6.07074, -0.25324, 1.86278)
H (3.01034, 0.96446, 2.77246)
H (0.61115, 0.76499, 2.48410)
H (-1.29097, 0.07919, 2.12252)
H (-3.67639, -0.11900, 1.68008)
H (-5.33755, 0.92742, -1.15621)
H (-5.42705, 0.06615, 0.38532)
H (-6.25286, -1.23618, -1.61534)
H (-4.60870, -1.35746, -2.17259)
H (-4.07342, -2.48867, -0.08638)
H (-5.69598, -2.52126, 0.27537)
H (-3.15041, 0.71080, -2.33343)
H (-0.71677, 0.97031, -2.02665)
H (1.22767, 0.64014, -1.75594)
H (3.65052, 0.86184, -1.33292)

Atomic forces in eV per Å
C 0.1 0.2 0.3
C 0.2 -0.6 -0.4
O -0.2 0.1 0.1
N 0.1 0.0 0.1
C -0.7 0.0 0.4
C 0.4 0.1 -0.3
C -0.1 0.0 -0.3
C 0.0 -0.1 0.4
C -0.2 0.0 -0.4
C 0.4 0.0 0.3
N 0.1 0.2 0.2
C -0.2 -0.4 0.0
C 0.3 -0.5 0.1
N -0.1 0.5 -0.1
C 0.2 0.0 0.0
C -0.1 0.1 0.0
C 0.0 0.0 0.7
C -0.5 0.0 -0.6
H -0.1 0.0 -0.2
H -0.1 -0.2 -0.1
H 0.2 0.1 0.0
H -0.3 0.0 0.0
H -0.1 0.3 0.2
H 0.4 0.0 0.0
H -0.1 0.0 0.2
H 0.0 -0.1 0.3
H -0.2 0.0 0.0
H 0.1 0.2 -0.1
H -0.1 0.2 0.2
H -0.2 0.0 0.0
H 0.0 0.2 -0.1
H 0.0 -0.2 0.0
H 0.0 -0.1 0.0
H -0.1 0.0 -0.2
H -0.1 0.1 -0.2
H 0.2 0.0 -0.3
H 0.4 0.0 0.1

Values from the calculation:
- highest occupied orbital energy (eV) = -15.1
- 2S+1 = 1
- energy relative to the best compared isomer or geometry (same formula, charge and spin) (kJ/mol) = 0.0
- E_LUMO (eV) = -8.28
- net charge = +2
- orbital gap (eV) = 6.839
- DFT total energy (Eh) = -783.75085

---

The following is a DFT calculation (ωB97M-V/def2-TZVPD) of C21H44Hg2NO13S3 as an isolated structure.

Positions of all 84 atoms, in Å:
Hg (0.38292, 0.37366, 4.04701)
Hg (-0.62765, -3.63815, 3.57371)
O (1.74287, -2.41924, 7.14358)
C (1.03718, -2.32939, 5.99733)
O (0.35870, -1.32218, 5.61616)
O (1.00459, -3.43148, 5.33105)
H (2.05328, -3.32762, 7.15278)
O (-3.54700, -4.44059, 0.25106)
C (-3.32760, -4.11362, 1.54777)
O (-2.16434, -4.52081, 1.94935)
O (-4.09536, -3.47638, 2.17526)
H (-2.62780, -4.70923, 0.18398)
C (-0.87661, -1.09034, 1.51572)
O (-0.39743, -1.46774, 2.77937)
H (-1.34342, -0.10717, 1.45624)
H (-0.10911, -1.18948, 0.74813)
H (-1.61418, -1.81611, 1.17315)
C (3.15010, 3.62160, -2.81141)
C (1.63405, 3.39114, -2.44949)
N (0.92822, 2.39163, -3.15968)
C (1.36517, 1.02446, -2.92848)
C (1.23190, 0.31067, -1.49576)
C (-0.50737, 2.39898, -2.73389)
C (-1.47949, 3.39115, -3.41408)
H (3.51934, 4.41272, -2.15880)
H (3.23950, 3.75145, -3.88995)
H (3.74680, 2.78659, -2.44424)
H (1.61092, 3.18160, -1.38007)
H (1.17078, 4.34515, -2.70118)
H (1.05129, 0.45773, -3.80506)
H (2.44512, 1.01500, -3.07583)
H (0.34759, 0.60472, -0.93040)
H (1.31302, -0.76658, -1.64084)
H (2.01321, 0.52408, -0.76630)
H (-0.74535, 2.42520, -1.67052)
H (-0.84423, 1.43697, -3.12012)
H (-1.32363, 4.34705, -2.91400)
H (-2.47556, 2.98508, -3.23790)
H (-1.12621, 3.51840, -4.43736)
C (3.31741, -2.11018, 0.10232)
C (4.46102, -2.45971, 1.18169)
C (3.72942, -3.10205, 2.36049)
S (2.38499, -4.20180, 1.68858)
O (1.18103, -4.01841, 2.45523)
O (2.76460, -5.57690, 1.61170)
C (2.38293, -3.33074, 0.07733)
H (3.70475, -1.98286, -0.90856)
H (2.80081, -1.18066, 0.34150)
H (5.04453, -1.60983, 1.53572)
H (4.95286, -3.30134, 0.69400)
H (3.28119, -2.22662, 2.83040)
H (4.44040, -3.56522, 3.04466)
H (1.37675, -3.28468, -0.33933)
H (2.92347, -4.01241, -0.57936)
C (-2.23650, 5.13147, 2.74962)
C (-2.03597, 4.60573, 1.30649)
C (-0.56372, 4.28237, 1.06241)
S (-0.02460, 3.52881, 2.70423)
O (1.18059, 4.14893, 3.18824)
O (-0.19873, 2.04794, 2.75524)
C (-1.47636, 4.16282, 3.64599)
H (-3.27739, 5.28252, 3.03573)
H (-1.83486, 6.13839, 2.86317)
H (-2.35425, 5.33908, 0.56555)
H (-2.63072, 3.72010, 1.08286)
H (0.10067, 5.14616, 1.08555)
H (-0.34348, 3.65779, 0.19667)
H (-1.27902, 4.50952, 4.66036)
H (-2.15552, 3.31789, 3.75972)
C (-1.50790, -2.20425, -2.29087)
C (-1.21704, -1.80301, -3.72053)
C (-2.47618, -1.27871, -4.42178)
S (-3.75175, -1.31644, -3.03642)
O (-5.09450, -1.85465, -3.54711)
O (-3.69965, -0.13536, -2.20294)
C (-2.95187, -2.59915, -2.05795)
H (-1.28130, -1.35490, -1.64639)
H (-0.89968, -3.03403, -1.93079)
H (-0.96270, -2.72075, -4.25078)
H (-0.39439, -1.09085, -3.65597)
H (-2.82285, -1.91097, -5.23920)
H (-2.37058, -0.24822, -4.76094)
H (-2.99021, -3.62412, -2.42680)
H (-3.30990, -2.40963, -1.04603)

Atomic forces in eV per Å
Hg -0.8 -2.4 -0.3
Hg -1.7 0.2 -0.2
O -0.8 1.7 -0.9
C -0.6 -2.4 -1.5
O 0.9 1.1 0.8
O -0.6 1.0 0.2
H 0.2 -0.4 0.1
O 0.6 -0.2 0.4
C -0.1 0.6 0.6
O 2.6 -0.3 0.9
O -2.0 1.4 1.4
H 0.5 -1.0 -1.8
C -0.3 -0.9 -0.9
O 0.6 1.6 1.3
H 0.1 0.1 0.2
H 0.5 0.4 -0.1
H -0.5 0.0 0.2
C -1.2 -1.1 0.9
C 2.1 1.2 -0.1
N -2.2 -0.8 0.9
C 2.3 -0.3 0.6
C -0.3 0.7 -0.8
C -0.7 -0.5 -2.1
C 2.0 0.1 0.9
H -0.1 0.6 -0.6
H 0.4 0.3 0.2
H 0.0 -0.4 -0.5
H -0.2 0.3 0.6
H -0.3 0.0 0.4
H -0.6 -0.5 0.6
H 0.2 0.2 -0.2
H -0.5 -0.5 -0.4
H -0.5 -0.1 0.0
H 0.5 0.5 -0.5
H 0.6 -0.1 0.5
H -0.2 -0.3 0.4
H -0.5 0.3 -0.1
H -0.1 0.4 -0.5
H -0.7 -0.1 -0.2
C 0.1 0.2 1.3
C -2.2 -1.3 -1.6
C -0.2 0.9 -0.1
S 2.0 0.7 0.2
O 0.1 0.6 -0.5
O 0.6 0.1 -0.7
C 0.5 -0.9 -0.4
H 0.2 0.0 0.2
H -0.1 -0.1 0.3
H 0.2 -0.3 -0.5
H 1.2 0.5 0.0
H -0.7 -0.5 0.6
H -0.5 -0.5 0.0
H -0.1 0.5 0.3
H -0.2 -0.6 0.1
C 0.8 0.5 -0.5
C -0.2 0.3 -0.3
C 0.3 -0.5 1.3
S -1.7 2.1 0.7
O 0.0 -0.9 -0.3
O 0.7 -0.3 -0.2
C -1.0 -0.6 -0.1
H 0.0 -0.6 -0.1
H 0.4 0.0 -0.3
H 0.1 0.1 0.0
H -0.1 -0.1 0.3
H -0.1 0.2 -0.2
H 0.0 -0.1 0.2
H 0.7 0.1 -0.3
H 0.3 -0.4 0.0
C 0.3 0.3 2.0
C -0.1 -0.8 -0.5
C -0.5 0.7 1.3
S -4.2 -3.0 -1.9
O 4.0 2.1 1.3
O 0.3 0.2 -0.5
C 0.7 0.8 -0.9
H 0.1 0.1 0.1
H 0.4 0.0 -0.2
H 0.6 0.2 -0.2
H -0.1 -0.2 -0.7
H -0.1 0.1 0.3
H -0.2 0.0 0.0
H -1.2 0.2 0.0
H 0.0 -0.5 -0.2

Values from the calculation:
- highest occupied orbital energy (eV) = -11.3
- 2S+1 = 1
- E_LUMO (eV) = -6.01
- net charge = +1
- orbital gap (eV) = 5.269
- DFT total energy (Eh) = -3360.36825

---

The following is a DFT calculation (ωB97M-V/def2-TZVPD) of C4H2O4 in the gas phase.

Positions of all 10 atoms, in Å:
C (1.61599, -0.39719, 0.05901)
C (0.68524, 0.78632, -0.23658)
C (-0.70383, 0.58663, 0.36563)
C (-1.61805, -0.50493, -0.11749)
H (2.57921, -0.39108, -0.49333)
H (-2.49850, -0.72161, 0.45284)
O (1.39712, -1.21019, 0.91573)
O (0.88840, 1.62753, -1.05119)
O (-1.09764, 1.27918, 1.24292)
O (-1.24794, -1.05466, -1.13754)

Atomic forces in eV per Å
C 1.5 0.4 0.5
C -1.2 -1.9 -0.7
C -0.4 -0.1 0.7
C 2.5 -0.4 -2.4
H -0.3 0.0 -0.2
H -0.8 -0.2 0.4
O -0.6 0.3 -0.4
O 0.7 0.7 -0.1
O -0.4 1.4 1.4
O -1.0 -0.2 0.7

Values from the calculation:
- highest occupied orbital energy (eV) = -9.9
- 2S+1 = 1
- energy relative to the best compared isomer or geometry (same formula, charge and spin) (kJ/mol) = 117.6
- E_LUMO (eV) = -1.31
- SMILES = O=CC(=O)C(=O)C=O
- orbital gap (eV) = 8.628
- DFT total energy (Eh) = -454.50799